Entry 1:
Formula: C7H4BrClN2O2
Source: the OMol25 dataset
Level of theory: ωB97M-V with the def2-TZVPD basis set

Calculated values
Orbital gap (eV): 9.07
Highest occupied orbital energy (eV): -9.607
Energy (Eh): -3563.07785
SMILES: N#C/C(Br)=C\C=C/C(Cl)=C=[N+]([O-])O

```
17
C7H4BrClN2O2 | the OMol25 dataset | ωB97M-V with the def2-TZVPD basis set
N -1.0266 0.0817 2.4556
C -1.3024 0.3745 1.3912
C -1.6139 0.8111 0.0767
Br -3.3379 0.1603 -0.4760
C -0.9547 1.7275 -0.5579
C 0.4271 2.1512 -0.0421
C 1.4497 1.2011 0.0520
C 1.5294 -0.1667 -0.3794
Cl 2.9974 -0.3747 -1.2706
C 0.7059 -1.1520 -0.0841
N -0.0052 -2.1991 -0.2187
O -0.8000 -2.6150 -1.0878
O 0.1644 -3.1420 0.8156
H -1.0750 2.2546 -1.5494
H 0.5416 3.1493 0.1964
H 2.3087 1.7216 0.3320
H -0.0083 -3.9835 0.3463
```

Results of the Löwdin charge analysis, in e, for atoms 1 through 6: 0.211, -0.321, -0.704, 0.764, -0.113, -0.010

Entry 2:
Formula: C35H41BBrFI2N5OSSiYb
Source: the OMol25 dataset
Level of theory: ωB97M-V with the def2-TZVPD basis set

Calculated values
Total charge: -2
Orbital gap (alpha / beta) (eV): 5.80 / 5.80
Highest occupied orbital energy (alpha / beta) (eV): -2.658 / -2.660
Spin multiplicity: 2
Energy (Eh): -6848.00806
Expectation value of S²: 0.7508

```
90
C35H41BBrFI2N5OSSiYb | the OMol25 dataset | ωB97M-V with the def2-TZVPD basis set
Yb 0.1691 0.0426 0.8530
I -0.9181 3.9308 -2.5950
C -0.1752 2.0852 -3.2924
C 0.0286 1.8494 -4.6342
C 0.4544 0.6088 -5.0490
I 0.7205 0.3001 -7.1430
C 0.6679 -0.4380 -4.1432
C 1.0780 -1.7420 -4.4854
C 1.1752 -2.6982 -3.5107
C 0.8707 -2.3536 -2.1864
N 0.5328 -1.1386 -1.8194
C 0.4430 -0.1817 -2.7572
C 0.0655 1.1366 -2.2824
O -0.0656 1.3924 -1.0583
H -0.1400 2.6388 -5.3516
H 1.3078 -1.9774 -5.5175
H 1.4725 -3.7087 -3.7521
H 0.8783 -3.1094 -1.4150
C 4.5395 2.3945 1.9706
Si 3.4532 1.9886 0.4301
C 4.5884 2.2773 -1.1177
C 2.1975 3.4081 0.3049
N 2.7165 0.4315 0.4683
C 3.4639 -0.6848 0.4881
C 4.8814 -0.7565 0.4786
C 5.5696 -1.9469 0.4854
C 4.9077 -3.1678 0.4857
C 3.5206 -3.1610 0.5096
C 2.8579 -1.9603 0.5233
F 1.4599 -1.9954 0.5844
H 4.9235 3.4098 1.9193
H 5.3879 1.7259 2.0903
H 3.9380 2.3177 2.8711
H 4.8994 3.3181 -1.1705
H 4.0430 2.0488 -2.0303
H 5.4897 1.6702 -1.1286
H 2.6309 4.2515 -0.2230
H 1.8896 3.7507 1.2836
H 1.3017 3.1074 -0.2245
H 5.4307 0.1690 0.4791
H 6.6531 -1.9305 0.4977
H 5.4530 -4.0997 0.4815
H 2.9496 -4.0782 0.5310
Br 0.7053 -2.9913 7.3800
C 0.4921 -2.2378 5.6067
C 1.5748 -1.6538 4.9909
C 1.3960 -1.1042 3.7263
C 0.1726 -1.1079 3.0257
C -0.8750 -1.7285 3.7332
C -0.7411 -2.2898 4.9978
H 2.5396 -1.6193 5.4834
H 2.2735 -0.6379 3.2787
H -1.8640 -1.7763 3.2839
H -1.5840 -2.7541 5.4965
C -5.6664 0.3687 1.1006
C -4.5232 1.3642 0.8461
C -4.8409 2.1919 -0.4095
C -4.3708 2.3011 2.0533
C -3.2615 0.6274 0.6792
C -2.2315 -0.0212 0.5809
H -6.6039 0.8986 1.2793
H -5.4436 -0.2498 1.9680
H -5.7959 -0.2900 0.2418
H -5.7310 2.8025 -0.2450
H -5.0277 1.5415 -1.2659
H -4.0109 2.8512 -0.6568
H -5.2665 2.9130 2.1876
H -3.5138 2.9577 1.9123
H -4.2012 1.7206 2.9595
B 0.0652 3.9215 4.0201
C 0.0363 2.7431 3.0166
N 0.0826 1.8898 2.2309
H -0.2533 3.5210 5.1119
H 1.2074 4.3297 4.0212
H -0.6975 4.7756 3.6243
S -1.3814 -3.8099 -0.1373
C -2.2299 -3.0019 -1.3130
N -3.1124 -2.0454 -1.0157
C -3.8470 -1.4068 -2.0780
C -2.9621 -1.2193 -3.3079
C -2.4661 -2.5914 -3.7526
N -2.1071 -3.4056 -2.6094
H -2.8364 -1.4025 -0.2099
H -4.2014 -0.4451 -1.7043
H -4.7149 -2.0285 -2.3433
H -2.1194 -0.5813 -3.0344
H -3.5174 -0.7414 -4.1161
H -1.5975 -2.4765 -4.4095
H -3.2492 -3.1096 -4.3248
H -1.4106 -4.1214 -2.7476
```

Results of the Löwdin charge analysis, in e, for atoms 1 through 6: 1.578, 0.858, -0.621, -0.248, -0.650, 0.782